Entry 1:
{"formula": "C22H40ClN8O3P3S", "method": "wB97M-V/def2-TZVPD", "molar_mass_g_mol": 625.06, "spin_multiplicity": 1, "e_lumo_ev": -1.046, "e_homo_ev": -8.12, "symbols": ["C", "C", "C", "C", "C", "N", "S", "N", "C", "C", "C", "C", "C", "P", "O", "Cl", "H", "H", "H", "H", "O", "P", "N", "C", "C", "N", "C", "C", "N", "C", "C", "H", "H", "H", "H", "H", "H", "H", "H", "H", "H", "H", "H", "H", "H", "H", "H", "H", "H", "O", "P", "N", "C", "C", "N", "C", "C", "N", "C", "C", "H", "H", "H", "H", "H", "H", "H", "H", "H", "H", "H", "H", "H", "H", "H", "H", "H", "H"], "positions_angstrom": [[-4.1590, -3.3417, -2.5581], [-3.3524, -2.5018, -2.2553], [-2.3160, -1.5862, -1.7991], [-1.1211, -1.6957, -2.4652], [0.0186, -0.9007, -2.1296], [1.2472, -0.8953, -2.6470], [2.0785, 0.2142, -1.7931], [0.9466, 0.7276, -0.7641], [-0.1589, 0.0259, -1.0284], [-1.4192, 0.1305, -0.3273], [-1.4430, 1.0631, 0.7839], [-1.4559, 1.6277, 1.8442], [-2.5193, -0.6396, -0.6828], [-4.1775, -0.6142, 0.1483], [-5.2359, -0.6910, -1.1218], [-4.5775, 1.2467, 0.9808], [-4.7904, -4.0317, -3.0866], [-1.0334, -2.4183, -3.2803], [-1.3347, 2.0562, 2.8238], [-4.8564, -0.2221, -1.8826], [-2.3163, 2.7861, 6.3362], [-2.1750, 1.7149, 7.4062], [-3.1791, 0.5174, 6.6602], [-4.5739, 0.8021, 6.3592], [-2.5387, -0.0463, 5.4788], [-2.9216, 2.5781, 8.6826], [-4.1619, 2.2089, 9.3232], [-2.7772, 4.0292, 8.6644], [-1.6375, 0.5269, 8.6298], [-0.1785, 0.5744, 8.8205], [-2.0880, -0.8559, 8.7043], [-5.0340, -0.0615, 5.8726], [-4.7024, 1.6728, 5.7063], [-5.1525, 0.9559, 7.2688], [-1.4955, -0.3072, 5.6960], [-2.5390, 0.6604, 4.6408], [-3.0364, -0.9671, 5.1658], [-5.0306, 2.5743, 8.7614], [-4.2140, 2.6372, 10.3289], [-4.2559, 1.1300, 9.4519], [-3.4982, 4.5060, 7.9882], [-1.7755, 4.3131, 8.3472], [-2.9176, 4.4379, 9.6683], [0.3530, 0.1347, 7.9695], [0.1183, 0.0473, 9.7285], [0.1525, 1.6128, 8.9258], [-1.7128, -1.4749, 7.8814], [-3.1715, -0.9265, 8.7285], [-1.7310, -1.2944, 9.6416], [3.6133, -0.2106, -4.9908], [3.9786, -0.9573, -6.2633], [5.0843, 0.2143, -6.9023], [4.6433, 1.5733, -7.1751], [6.3205, 0.2574, -6.1290], [2.4290, -0.9286, -6.9908], [2.0936, -0.2297, -8.2091], [1.2828, -0.9475, -6.0896], [4.4621, -2.1287, -7.5250], [4.6950, -3.4662, -6.9552], [5.4442, -1.8726, -8.5693], [5.4797, 2.1683, -7.5505], [4.2329, 2.0762, -6.2920], [3.9002, 1.5971, -7.9703], [6.6940, -0.7574, -5.9472], [6.1777, 0.7404, -5.1551], [7.1007, 0.7901, -6.6782], [1.8638, 0.8261, -8.0184], [1.2134, -0.6807, -8.6773], [2.8902, -0.2867, -8.9519], [1.0573, 0.0495, -5.6893], [1.4623, -1.6156, -5.2502], [0.3971, -1.3233, -6.6097], [5.6267, -3.5020, -6.3801], [4.7370, -4.2263, -7.7369], [3.8730, -3.7364, -6.2843], [6.4690, -1.8016, -8.1874], [5.2152, -0.9684, -9.1256], [5.4136, -2.6936, -9.2927]], "atomic_forces_ev_per_a": [[0.253, 0.093, -0.801], [0.147, 0.054, 0.645], [-0.196, 0.003, 0.136], [0.406, -0.303, -0.573], [-0.968, 0.482, 1.191], [-0.033, 0.335, 0.471], [-0.595, -0.253, -0.329], [0.080, -0.361, -0.172], [0.043, -0.491, -0.560], [-0.346, 0.652, 0.409], [-0.111, -0.679, 0.095], [0.582, -0.046, 0.158], [0.823, 0.713, -1.230], [-0.793, -1.370, 0.573], [1.252, 0.725, 0.346], [0.189, 0.012, -0.651], [0.040, 0.177, 0.517], [-0.076, 0.217, 0.289], [-0.271, 0.078, -0.433], [-0.426, -0.068, -0.081], [3.448, -0.334, 0.041], [-6.440, -0.337, 1.060], [-0.334, -0.638, 0.164], [-0.186, 0.369, 0.154], [0.422, -0.023, 0.132], [0.398, 0.987, 0.122], [0.177, -0.539, 0.409], [-0.066, 0.095, -0.433], [2.391, 0.148, -1.061], [-0.010, 0.321, 0.293], [-0.163, -0.343, -0.510], [0.221, -0.034, -0.094], [-0.025, 0.002, -0.046], [0.105, 0.140, 0.023], [0.005, 0.053, -0.011], [0.007, -0.048, -0.044], [-0.094, 0.052, 0.069], [-0.020, 0.000, -0.001], [0.056, 0.065, -0.037], [0.066, -0.037, -0.152], [0.040, 0.094, 0.014], [-0.081, 0.005, -0.106], [-0.100, -0.204, 0.053], [0.113, -0.086, 0.110], [-0.091, -0.026, -0.012], [-0.050, 0.007, -0.050], [-0.066, -0.115, 0.043], [0.025, 0.141, -0.193], [0.256, 0.262, -0.007], [1.112, -2.921, 1.416], [-1.946, 4.903, -3.926], [0.390, 0.155, -0.581], [-0.421, 0.096, 0.025], [0.026, -0.412, 0.052], [-0.780, -0.316, 0.650], [0.289, -0.411, -0.510], [0.124, 0.222, 0.305], [1.043, -1.468, 1.920], [-0.417, -0.129, -0.018], [0.503, 0.385, 0.077], [0.132, -0.141, 0.140], [0.011, 0.045, 0.020], [-0.095, -0.086, 0.115], [-0.035, 0.008, 0.038], [0.031, -0.014, 0.015], [-0.091, 0.028, -0.061], [-0.013, 0.015, -0.008], [-0.021, -0.025, 0.089], [0.123, 0.022, 0.111], [-0.075, -0.032, 0.077], [0.038, 0.159, 0.065], [0.116, 0.058, -0.210], [0.043, -0.159, -0.072], [0.004, 0.084, -0.050], [0.007, 0.071, 0.017], [0.056, 0.025, -0.126], [-0.012, 0.088, 0.223], [-0.146, -0.197, 0.273]], "lowdin_charge": [0.136, -0.129, -0.229, 0.032, -0.340, -0.203, 1.042, -0.215, -0.307, -0.184, -0.139, 0.113, -0.278, 0.594, -0.366, 0.218, 0.042, 0.131, 0.046, 0.059, -0.308, 0.734, -0.349, -0.119, -0.145, -0.327, -0.139, -0.145, -0.294, -0.145, -0.138, 0.083, 0.087, 0.055, 0.076, 0.064, 0.085, 0.080, 0.080, 0.070, 0.082, 0.069, 0.079, 0.076, 0.077, 0.077, 0.078, 0.070, 0.087, -0.323, 0.740, -0.349, -0.122, -0.149, -0.323, -0.138, -0.153, -0.293, -0.144, -0.137, 0.082, 0.086, 0.055, 0.073, 0.081, 0.082, 0.080, 0.081, 0.071, 0.081, 0.050, 0.080, 0.076, 0.078, 0.078, 0.078, 0.070, 0.087]}


Entry 2:
{"formula": "C22H40N2O7S", "method": "wB97M-V/def2-TZVPD", "molar_mass_g_mol": 476.64, "relative_energy_kcal_mol": 0.0, "spin_multiplicity": 1, "e_lumo_ev": -0.385, "e_homo_ev": -8.94, "symbols": ["C", "O", "C", "C", "C", "C", "C", "C", "C", "N", "S", "N", "C", "C", "H", "H", "H", "H", "H", "H", "H", "H", "H", "H", "H", "H", "C", "O", "C", "C", "O", "C", "C", "O", "C", "H", "H", "H", "H", "H", "H", "H", "H", "H", "H", "H", "H", "H", "H", "C", "O", "C", "C", "O", "C", "C", "O", "C", "H", "H", "H", "H", "H", "H", "H", "H", "H", "H", "H", "H", "H", "H"], "positions_angstrom": [[-2.3027, 0.6997, 2.0142], [-3.5846, 0.2509, 1.6181], [-4.1500, 0.9622, 0.5361], [-3.6518, 0.4971, -0.8337], [-3.4652, -1.0290, -0.9441], [-2.0465, -1.4534, -1.2219], [-1.2899, -2.1103, -0.1922], [-0.0008, -2.4902, -0.3647], [0.6030, -2.2263, -1.6140], [1.8573, -2.5230, -1.9734], [2.0278, -2.0239, -3.4764], [0.5763, -1.4084, -3.7725], [-0.1391, -1.5812, -2.6531], [-1.4826, -1.2013, -2.4306], [-1.5300, -0.0268, 1.7496], [-2.2869, 0.8320, 3.0978], [-2.0431, 1.6543, 1.5514], [-3.9418, 2.0295, 0.6631], [-5.2323, 0.8409, 0.6025], [-2.7172, 1.0048, -1.0812], [-4.3729, 0.8213, -1.5858], [-3.8043, -1.5056, -0.0261], [-4.0927, -1.4136, -1.7491], [-1.7907, -2.3069, 0.7479], [0.5468, -2.9859, 0.4240], [-2.0428, -0.7147, -3.2184], [-4.8334, 0.8931, 4.7784], [-4.1456, 1.8247, 5.5868], [-4.7238, 3.1160, 5.5816], [-4.5174, 3.8238, 6.9003], [-5.3225, 3.3378, 7.9584], [-4.9413, 2.1283, 8.5884], [-3.8043, 2.2671, 9.5734], [-2.5621, 2.4475, 8.9174], [-1.6598, 3.2613, 9.6299], [-4.7046, 1.1119, 3.7138], [-4.4119, -0.0892, 4.9849], [-5.9031, 0.8730, 5.0162], [-5.7983, 3.0549, 5.3728], [-4.2563, 3.7196, 4.7905], [-4.8405, 4.8582, 6.7599], [-3.4594, 3.8366, 7.1719], [-4.7286, 1.3437, 7.8591], [-5.8214, 1.8261, 9.1612], [-3.7619, 1.3511, 10.1786], [-4.0116, 3.1094, 10.2433], [-2.1121, 4.2249, 9.8902], [-0.8025, 3.4402, 8.9832], [-1.3129, 2.7724, 10.5476], [7.8062, -0.1499, -9.2112], [7.6310, -0.9765, -8.0845], [7.6758, -0.2788, -6.8532], [6.7884, -0.9246, -5.8153], [5.4027, -0.7157, -6.0169], [4.7440, -1.4884, -7.0042], [4.4297, -2.9031, -6.5792], [5.5887, -3.7173, -6.5578], [5.5757, -4.6884, -5.5368], [8.8320, 0.2311, -9.2773], [7.5978, -0.7528, -10.0931], [7.1142, 0.6997, -9.1939], [7.3651, 0.7634, -6.9909], [8.7070, -0.2809, -6.4740], [7.0056, -0.4343, -4.8633], [7.0253, -1.9854, -5.7082], [5.2841, -1.4784, -7.9534], [3.7872, -0.9826, -7.1568], [3.7105, -3.3283, -7.2927], [3.9579, -2.8818, -5.5914], [5.3938, -4.2337, -4.5562], [6.5554, -5.1628, -5.5262], [4.8141, -5.4555, -5.7188]], "atomic_forces_ev_per_a": [[0.202, -0.047, 0.093], [-0.050, 0.089, 0.080], [-0.011, 0.025, -0.092], [0.084, 0.064, -0.081], [-0.121, -0.149, -0.043], [-0.055, -0.045, 0.309], [-0.267, 0.116, -0.069], [-0.065, -0.090, 0.250], [0.122, 0.055, -0.181], [0.058, -0.122, 0.141], [-0.032, 0.173, -0.202], [0.045, -0.059, -0.019], [0.216, -0.092, 0.061], [-0.034, 0.108, -0.196], [-0.025, -0.007, -0.084], [-0.068, -0.017, 0.010], [-0.034, 0.046, -0.036], [-0.064, 0.073, -0.072], [0.008, -0.187, 0.099], [0.066, -0.064, 0.051], [-0.019, 0.144, 0.034], [-0.031, 0.000, 0.043], [-0.046, 0.008, -0.009], [0.007, 0.010, 0.026], [0.096, -0.015, -0.041], [0.019, 0.014, -0.052], [0.089, 0.063, -0.064], [-0.133, -0.063, 0.250], [0.071, -0.028, -0.153], [0.092, 0.118, -0.010], [-0.081, 0.050, 0.033], [-0.060, -0.125, -0.001], [0.102, -0.093, 0.081], [-0.110, 0.198, -0.149], [0.035, -0.099, 0.014], [-0.062, -0.031, -0.015], [0.032, 0.003, -0.031], [0.003, 0.018, 0.005], [-0.017, -0.026, 0.027], [-0.074, 0.036, -0.033], [0.036, 0.013, -0.003], [-0.001, -0.130, -0.016], [0.110, 0.060, -0.024], [0.004, -0.038, -0.014], [-0.033, 0.035, 0.076], [0.005, 0.038, -0.024], [-0.005, -0.008, 0.016], [0.007, -0.030, 0.008], [-0.014, 0.028, 0.026], [0.094, -0.031, 0.017], [-0.278, 0.003, 0.012], [0.152, 0.003, -0.064], [0.072, -0.062, 0.116], [-0.057, 0.075, 0.057], [-0.067, 0.037, -0.120], [-0.036, -0.185, -0.103], [0.137, 0.197, 0.158], [-0.019, -0.050, -0.087], [-0.008, 0.034, 0.001], [0.034, -0.016, 0.003], [0.008, 0.004, 0.007], [-0.038, -0.001, -0.019], [0.004, 0.083, 0.023], [0.023, -0.030, 0.013], [-0.016, -0.011, -0.131], [0.090, -0.077, 0.057], [0.004, -0.005, -0.040], [-0.087, 0.031, 0.054], [0.037, -0.002, 0.026], [-0.017, -0.005, -0.003], [-0.010, -0.014, -0.026], [-0.021, 0.006, 0.034]], "lowdin_charge": [-0.089, -0.214, -0.236, -0.153, -0.143, -0.218, -0.033, -0.012, -0.368, -0.237, 1.005, -0.230, -0.356, 0.020, 0.076, 0.082, 0.092, 0.117, 0.123, 0.111, 0.111, 0.109, 0.117, 0.114, 0.116, 0.129, -0.104, -0.197, -0.207, -0.187, -0.122, -0.187, -0.207, -0.195, -0.115, 0.072, 0.093, 0.090, 0.125, 0.127, 0.128, 0.122, 0.122, 0.128, 0.127, 0.125, 0.088, 0.087, 0.088, -0.114, -0.194, -0.207, -0.186, -0.126, -0.184, -0.209, -0.192, -0.111, 0.088, 0.087, 0.088, 0.125, 0.128, 0.128, 0.122, 0.123, 0.129, 0.130, 0.076, 0.088, 0.088, 0.089]}


Entry 3:
{"formula": "C22H41BrInN2O6S2", "method": "wB97M-V/def2-TZVPD", "molar_mass_g_mol": 688.43, "relative_energy_kcal_mol": 220.5, "total_charge": -1, "spin_multiplicity": 1, "e_lumo_ev": 1.172, "e_homo_ev": -4.84, "symbols": ["C", "C", "C", "C", "C", "C", "C", "In", "Br", "C", "C", "C", "S", "C", "S", "N", "C", "C", "N", "C", "H", "H", "H", "H", "H", "H", "H", "H", "H", "H", "H", "H", "H", "H", "H", "H", "H", "H", "H", "H", "H", "H", "H", "H", "H", "C", "C", "O", "C", "O", "O", "C", "H", "H", "H", "H", "H", "H", "H", "H", "C", "C", "O", "C", "O", "O", "C", "H", "H", "H", "H", "H", "H", "H", "H"], "positions_angstrom": [[3.6559, -3.5067, 0.5264], [3.2318, -2.6778, 1.9148], [4.4440, -1.7157, 2.4842], [3.9320, -0.1551, 2.8007], [5.0753, 0.8621, 2.2289], [4.5394, 2.2863, 1.6371], [3.0043, 2.6931, 2.0301], [1.6997, 1.8729, 0.3096], [3.0281, -0.2127, -0.6334], [-0.3729, 1.2427, 0.9741], [-1.0306, 0.0219, 0.0490], [-1.1509, 0.4422, -1.5543], [-0.0586, -0.5980, -2.6865], [0.8157, 0.5194, -3.9409], [-0.1296, 1.5158, -4.9415], [2.3442, 0.4623, -3.9335], [3.2408, -0.7757, -4.1301], [4.8487, -0.3596, -3.9857], [4.7967, 1.1321, -3.7360], [3.3409, 1.6179, -3.7142], [4.5882, -2.9809, -0.0016], [3.8738, -4.6456, 0.7285], [2.7647, -3.3804, -0.2584], [2.9338, -3.5112, 2.6885], [2.2534, -2.0665, 1.6078], [4.8524, -2.2489, 3.4624], [5.3069, -1.7618, 1.6942], [3.9100, -0.0676, 3.9759], [2.8787, -0.0730, 2.2995], [5.7143, 0.3533, 1.3591], [5.8692, 1.0821, 3.0911], [5.2408, 3.1344, 2.0823], [4.7578, 2.2967, 0.4638], [2.9257, 3.8776, 1.9078], [2.6325, 2.3132, 3.0721], [1.5631, 3.0593, -1.0624], [-1.0787, 2.1929, 0.8266], [-0.4343, 0.9721, 2.1247], [-2.1268, -0.1393, 0.4575], [-0.4363, -0.9798, 0.1968], [-2.2744, 0.2412, -1.8936], [-0.9670, 1.6059, -1.6536], [2.9317, -1.8900, -4.3123], [5.7819, -1.0943, -4.0563], [3.0413, 2.7507, -3.5417], [-1.6967, -3.5292, -2.9855], [-3.0001, -2.7843, -3.2145], [-3.7068, -3.3144, -4.3435], [-4.3368, -4.4989, -4.1399], [-4.3554, -5.1337, -3.0975], [-4.9186, -4.8705, -5.3064], [-5.5277, -6.1585, -5.2604], [-1.0880, -3.5295, -3.8957], [-1.1247, -3.0679, -2.1750], [-1.8751, -4.5760, -2.7240], [-2.7807, -1.7358, -3.4435], [-3.6364, -2.7928, -2.3227], [-6.2428, -6.2315, -4.4346], [-4.7575, -6.9310, -5.1746], [-6.0689, -6.3121, -6.1983], [-4.9277, 6.2824, 4.0914], [-4.3092, 5.5200, 2.9329], [-3.3126, 4.5984, 3.3940], [-3.7826, 3.4683, 3.9800], [-4.9569, 3.1756, 4.1389], [-2.7190, 2.7326, 4.3858], [-3.0749, 1.5624, 5.1178], [-4.1515, 6.7721, 4.6886], [-5.6271, 7.0403, 3.7263], [-5.4707, 5.6140, 4.7655], [-3.8018, 6.2260, 2.2665], [-5.0671, 5.0012, 2.3356], [-3.7797, 0.9406, 4.5564], [-3.4955, 1.8443, 6.0878], [-2.1654, 0.9802, 5.2911]], "atomic_forces_ev_per_a": [[-0.253, 0.830, -0.486], [-0.287, -0.658, -0.922], [-0.577, -0.810, 0.222], [1.361, -1.479, -0.064], [0.641, 0.225, -0.224], [0.821, 0.787, 0.485], [0.493, 0.526, -0.863], [-0.081, 0.583, 0.674], [-0.167, 0.246, 0.202], [-1.620, -0.345, -0.200], [-0.195, 0.410, 0.678], [-1.730, 1.095, 0.723], [1.102, 1.270, -0.358], [-0.159, 0.898, 0.044], [2.339, -1.615, 1.879], [3.860, -0.521, -0.401], [3.614, 1.828, 0.812], [-7.235, 2.482, 0.071], [-5.270, -1.884, -0.616], [2.950, -3.735, -0.546], [-1.967, -1.262, 1.255], [-0.377, 2.281, -0.429], [1.960, -0.524, 1.732], [0.484, 1.787, -1.273], [2.299, -1.147, 0.943], [-0.722, 1.271, -1.904], [-1.652, 0.386, 1.487], [-0.377, 0.050, -2.374], [2.150, 0.235, 1.099], [-1.601, 0.887, 1.903], [-1.785, -0.515, -1.674], [-1.191, -1.708, -0.906], [-0.831, -0.016, 2.497], [0.064, -2.505, 0.630], [0.995, 0.902, -1.842], [0.078, -0.395, 0.262], [1.351, -1.921, 0.332], [0.082, 0.347, -2.334], [2.015, 0.054, -1.063], [-1.053, 1.940, -0.424], [2.434, 0.458, 0.608], [-0.078, -2.486, -0.021], [-0.060, 2.728, 0.494], [-2.342, 2.168, 0.211], [0.559, -2.994, -0.334], [-0.009, -0.398, 0.007], [0.558, 0.224, 0.596], [-0.951, -1.066, -0.105], [0.549, 0.147, 0.537], [-0.169, 0.788, -1.438], [0.277, 0.307, 0.688], [-0.246, -0.395, -0.043], [-0.040, 0.224, 0.147], [-0.105, -0.064, -0.175], [-0.107, 0.153, 0.066], [-0.166, -0.248, -0.252], [0.019, -0.206, -0.192], [0.276, -0.003, -0.057], [-0.161, 0.085, 0.155], [0.218, 0.297, 0.094], [-0.070, -0.096, 0.322], [-0.389, 0.372, -0.069], [-0.223, -0.971, 0.313], [-0.215, 0.074, 0.138], [1.473, 0.337, -0.263], [-0.826, 0.687, -0.424], [-0.020, -0.505, 0.222], [-0.050, 0.033, -0.208], [0.118, -0.065, -0.007], [0.010, 0.027, -0.204], [0.184, -0.342, 0.165], [0.123, -0.070, 0.237], [0.039, 0.236, 0.143], [-0.098, -0.071, -0.189], [-0.039, 0.353, -0.194]], "lowdin_charge": [-0.191, -0.283, -0.225, -0.230, -0.248, -0.348, -0.336, 0.309, 0.128, -0.346, -0.338, -0.470, 0.726, -0.938, 0.588, -0.175, -0.076, -0.116, -0.052, -0.093, 0.061, 0.059, 0.059, 0.090, 0.076, 0.101, 0.087, 0.108, 0.053, 0.100, 0.108, 0.089, 0.089, 0.038, 0.037, -0.090, 0.043, 0.039, 0.094, 0.092, 0.077, 0.087, 0.095, 0.097, 0.125, -0.094, -0.219, 0.026, -0.552, 0.104, -0.010, -0.059, 0.083, 0.043, 0.073, 0.101, 0.127, 0.095, 0.098, 0.091, -0.075, -0.218, 0.025, -0.549, 0.100, -0.005, -0.053, 0.081, 0.077, 0.072, 0.124, 0.124, 0.097, 0.096, 0.096]}